No. 1
The following is a quantum chemistry calculation of a structure of composition C42H35ClN6O5SW, from OMol25.

```
91
Properties=species:S:1:pos:R:3:forces:R:3:lowdin_charge:R:1
W -0.0463 -0.4134 -0.5451 -0.5796 -0.8441 0.5987 1.801
Cl 0.2116 -3.7910 -6.9994 -0.0250 -0.2662 -0.2793 0.650
C 0.0553 -2.7302 -5.6429 0.0360 0.1365 0.3176 -0.693
C -0.9061 -1.7224 -5.6747 0.0989 -0.0280 -0.0561 -0.112
C -1.0028 -0.8351 -4.6164 0.1492 0.0904 0.4390 -0.005
C -0.1626 -0.9470 -3.5078 0.4352 -1.1723 -0.5540 -0.300
O -0.2449 -0.1190 -2.4749 -0.2862 0.6451 0.0579 -0.221
C 0.8243 -1.9800 -3.4856 -0.2977 0.4130 -0.0160 -0.151
C 1.7746 -2.0231 -2.4478 0.1263 -0.2556 -0.6463 -0.102
N 1.8462 -1.1208 -1.4494 -0.0735 0.5253 0.9455 -0.076
C 3.0306 -1.0747 -0.7460 -0.1042 0.0426 -0.4132 -0.221
C 4.2721 -1.3936 -1.3084 -0.7639 0.1268 -0.0384 -0.021
C 5.4189 -1.4200 -0.5321 0.2534 0.0787 0.7796 -0.077
C 5.3648 -1.1346 0.8152 0.3697 -0.1625 -0.3633 -0.050
C 4.1492 -0.7647 1.4142 -0.4213 0.1785 -0.0336 -0.151
C 4.0377 -0.4497 2.7841 -0.5535 0.1311 -0.1595 0.009
C 2.8153 -0.0600 3.2755 0.8365 -0.2365 -0.0207 -0.035
C 1.7165 -0.0160 2.4265 -0.4876 -0.0650 -0.9284 -0.137
N 1.7556 -0.3416 1.1301 0.3547 0.0267 0.9770 0.029
C 2.9671 -0.6975 0.6234 0.3271 -0.1790 0.0675 -0.152
C 0.9032 -2.8775 -4.5717 -0.1945 0.1855 0.0712 -0.066
H -1.5640 -1.6359 -6.5245 -0.0336 0.0293 -0.0959 0.098
H -1.7379 -0.0459 -4.6363 -0.0763 0.1200 0.0093 0.109
H 2.5498 -2.7855 -2.5119 -0.0784 0.0692 0.1135 0.121
H 4.3376 -1.5986 -2.3648 -0.0534 -0.0445 -0.0950 0.108
H 6.3618 -1.6816 -0.9911 0.0616 0.0044 -0.0079 0.106
H 6.2522 -1.1885 1.4279 0.0875 0.0193 0.0525 0.106
H 4.9092 -0.5191 3.4141 0.1419 0.0259 0.1320 0.117
H 2.6767 0.1909 4.3151 0.0049 0.0500 0.0856 0.107
H 0.7579 0.2778 2.8326 0.0682 -0.0771 -0.1586 0.033
H 1.6526 -3.6548 -4.5562 0.0520 -0.0800 -0.0756 0.109
O 1.9345 -4.1615 1.1126 -0.0327 -0.0660 0.0198 0.078
C 0.8372 -4.5858 1.7763 -0.2219 0.1320 -0.1388 -0.250
C 1.0034 -5.5704 2.7463 0.0699 0.0070 -0.0164 -0.011
C -0.0769 -6.0284 3.4735 0.0702 0.1150 -0.1825 -0.077
C -1.3477 -5.5268 3.2200 -0.2269 -0.0594 0.1300 -0.093
C -1.5353 -4.5758 2.2403 0.1873 0.0439 -0.0396 -0.022
C -0.4519 -4.0882 1.5051 0.3177 -0.2962 0.2281 -0.082
C -0.6601 -3.0406 0.5176 -0.5212 1.3170 -1.4090 -0.377
O 0.3488 -2.2133 0.2072 -0.6353 -1.6339 1.0938 -0.276
N -1.7970 -2.8388 -0.0782 0.1049 -0.8868 0.5951 0.098
N -1.7556 -1.6791 -0.8238 -1.3239 -0.0737 -1.4482 -0.128
C -2.7975 -1.5010 -1.6380 1.5451 -0.4205 1.5384 -0.002
C -3.1328 -0.2501 -2.2038 0.0700 1.2129 -0.3819 -0.169
C -4.1233 -0.1475 -3.1993 0.2591 -0.1080 0.3267 -0.042
C -4.4962 1.0725 -3.7108 -0.1970 -0.1183 -0.2214 -0.098
C -3.9183 2.2394 -3.2146 0.2209 -0.1652 0.2629 -0.069
C -2.9638 2.1787 -2.2189 -0.0246 0.1510 0.0340 0.000
C -2.5277 0.9499 -1.7142 0.0919 -0.9345 0.2082 -0.313
O -1.6219 0.9045 -0.7551 -0.6436 0.3977 -0.8865 -0.311
H 1.6705 -3.4211 0.5378 0.1261 0.0609 0.0417 0.077
H 1.9967 -5.9584 2.9093 0.1193 -0.0019 0.0483 0.117
H 0.0751 -6.7725 4.2429 -0.0141 -0.0454 0.0124 0.104
H -2.1923 -5.8694 3.7977 -0.0707 -0.0577 0.0415 0.098
H -2.5151 -4.1672 2.0460 -0.0682 0.0233 -0.0635 0.113
H -3.4524 -2.3510 -1.8014 0.0155 -0.0455 0.2400 0.140
H -4.5724 -1.0609 -3.5617 -0.0927 -0.0785 -0.0987 0.117
H -5.2353 1.1276 -4.4963 -0.0606 -0.0103 -0.0227 0.100
H -4.2142 3.1975 -3.6132 -0.0365 0.1168 -0.0331 0.104
H -2.5156 3.0766 -1.8178 0.0748 0.0569 -0.0038 0.117
C -1.7764 4.4278 3.3692 -0.1150 -0.1040 -0.2261 -0.067
C -2.4153 3.8831 2.0931 0.2326 0.4826 0.0743 -0.198
N -2.4056 2.4296 2.0847 0.5168 -0.1285 -0.4125 -0.114
C -3.5948 1.7716 2.5792 -0.4821 -0.3367 -0.0526 -0.233
C -4.7389 1.8275 1.5638 0.2040 -0.0001 0.1836 -0.052
C -1.3288 1.7785 1.6256 -0.6520 -1.1974 0.5439 -0.626
S -1.2970 0.0227 1.7494 0.1764 0.0680 -0.3711 0.806
N -0.2954 2.5197 1.2796 1.5284 0.7319 -0.6039 0.141
C 0.7133 2.2961 0.4562 -2.0453 -1.4234 0.0403 -0.344
O 0.7522 1.3312 -0.4263 1.6185 3.4225 0.3527 -0.212
C 1.8341 3.2203 0.4796 1.0205 0.4533 -0.2998 -0.128
C 2.9410 2.9536 -0.3390 -0.4838 -0.2077 0.1557 0.002
C 4.0008 3.8332 -0.3819 0.2164 0.1944 0.0020 -0.065
C 3.9777 4.9900 0.3859 -0.1108 -0.1383 -0.0340 -0.072
C 2.8971 5.2467 1.2206 0.1709 0.1426 0.0083 -0.075
C 1.8331 4.3710 1.2759 -0.1848 -0.4134 -0.2264 -0.010
H -1.7052 5.5108 3.3182 -0.0061 0.1319 0.0499 0.076
H -0.7796 4.0130 3.4858 0.1206 -0.0075 0.0255 0.062
H -2.3696 4.1573 4.2387 -0.0425 -0.0023 0.1404 0.071
H -1.8689 4.2398 1.2174 -0.1947 0.0015 0.1073 0.118
H -3.4520 4.2211 2.0241 0.0941 -0.0971 -0.0962 0.116
H -3.8920 2.2570 3.5144 0.0832 -0.0446 -0.0251 0.124
H -3.3433 0.7331 2.7932 -0.0965 0.1847 0.0758 0.056
H -5.1243 2.8397 1.4501 -0.0069 0.0374 -0.0704 0.068
H -5.5583 1.1946 1.8968 -0.0686 -0.0428 0.0144 0.078
H -4.3893 1.4727 0.5959 -0.0143 -0.0564 -0.0738 0.071
H 2.9381 2.0506 -0.9377 0.0232 0.0629 -0.0046 0.119
H 4.8441 3.6245 -1.0246 0.0465 -0.0048 -0.0220 0.107
H 4.7952 5.6928 0.3248 0.0788 0.0470 0.0461 0.104
H 2.8877 6.1445 1.8211 -0.0204 0.0568 0.0557 0.104
H 0.9812 4.5601 1.9092 -0.0838 0.0673 0.0625 0.097
```
Positions in Å, forces in eV/Å.

Properties
Relative energy (zero: lowest compared OMol25 entry of this formula, charge and spin), kcal/mol: 25.0
Orbital gap (spin up / spin down), eV: 4.785 / 6.791
Multiplicity: 3
Net charge: 0


No. 2
The following is a quantum chemistry calculation of an isolated molecule of C4H4O, from OMol25.

```
9
Properties=species:S:1:pos:R:3:forces:R:3:lowdin_charge:R:1
C 1.5700 0.4764 -0.5233 0.1447 0.0525 -0.1267 -0.009
C 1.2100 -0.6329 0.1385 -0.1660 0.3120 -0.0349 -0.053
C -0.1142 -0.7739 0.2889 -0.1287 0.1996 0.0568 -0.363
C -1.3691 -0.0890 0.3827 -0.3290 -0.0061 0.2111 0.003
O -1.1270 -1.5628 0.5850 0.0923 0.0532 -0.1178 0.082
H 0.8267 0.9984 -1.1318 0.3865 -0.1333 -0.4828 0.061
H 2.5391 0.9604 -0.4617 0.0472 -0.1276 0.1656 0.047
H -1.6089 0.5097 1.2528 -0.1845 -0.3614 0.1417 0.114
H -1.9266 0.1135 -0.5312 0.1374 0.0111 0.1871 0.118
```
Positions in Å, forces in eV/Å.

Properties
Relative energy (zero: lowest compared OMol25 entry of this formula, charge and spin), kcal/mol: 100.5
Orbital gap (spin up / spin down), eV: 8.186 / 8.188
Net charge: 0


No. 3
The following is a quantum chemistry calculation of an isolated molecule of C6H10, from OMol25.

```
16
Properties=species:S:1:pos:R:3:forces:R:3:lowdin_charge:R:1
C 3.0131 0.5155 -0.2717 0.2006 0.0715 -0.0884 -0.108
C 1.5977 0.2862 -0.2237 -0.6002 0.0163 -0.0881 -0.083
C 0.4171 0.1491 -0.0770 1.2382 -0.3488 0.3986 -0.053
C -0.8442 -0.3918 0.3501 -0.1633 -0.0853 0.1472 -0.470
C -1.4528 -1.1022 -0.8428 -0.2353 -0.0603 -0.0979 -0.080
C -1.6985 0.7218 0.9300 -0.1797 0.0831 0.0376 -0.078
H 3.4800 -0.0546 0.5330 0.1955 0.1397 -0.0495 0.082
H 3.4292 0.1942 -1.2274 0.1665 0.2173 0.0694 0.078
H 3.1390 1.5819 -0.1020 0.6104 0.0604 -0.1081 0.079
H -0.6107 -1.1285 1.1353 -0.1851 0.1386 -0.1274 0.145
H -1.5800 -0.3756 -1.6509 -0.1803 -0.1645 0.0172 0.086
H -2.4132 -1.5174 -0.5480 -0.1711 -0.1833 -0.2614 0.074
H -0.7799 -1.8903 -1.2062 -0.2839 0.1431 0.1435 0.086
H -1.8643 1.4778 0.1573 -0.1487 -0.0223 0.1194 0.084
H -2.6526 0.3289 1.2782 -0.1197 0.1034 0.0208 0.074
H -1.1799 1.2049 1.7657 -0.1439 -0.1092 -0.1329 0.083
```
Positions in Å, forces in eV/Å.

Properties
Relative energy (zero: lowest compared OMol25 entry of this formula, charge and spin), kcal/mol: 33.6
Orbital gap, eV: 10.309
Net charge: 0


Number 1: F_max 3.80 eV Å⁻¹. Number 2: F_max 0.63 eV Å⁻¹. Number 3: F_max 1.35 eV Å⁻¹.